[1]
52
Properties=species:S:1:pos:R:3:forces:R:3:mulliken_charge:R:1 method="wB97M-V/def2-TZVPD" homo_ev=-12.050 total_charge=+1 orbital_gap_ha=0.257 fmax_ev_per_a=1.14
C 2.93689 -0.32688 -0.80040 0.1 0.3 0.0 -1.30
C 1.54576 0.13940 -1.03122 0.2 -0.2 0.0 0.79
Br 0.93558 0.06073 -2.82277 -0.1 0.1 -0.1 -0.07
C 0.69092 0.54324 -0.10574 -0.2 0.2 0.1 -0.78
Br 1.10671 0.52703 1.73997 0.0 0.1 -0.1 0.01
C -0.69387 0.96625 -0.35984 -0.9 -0.4 0.1 0.43
C -1.74777 0.12194 -0.03735 0.5 0.9 -0.5 -0.14
C -3.02857 0.59022 -0.28430 -0.3 -1.0 0.4 -0.63
N -3.23657 1.78682 -0.77992 0.9 0.2 -0.1 0.24
N -2.26619 2.64034 -1.09610 -0.8 -0.2 0.1 -0.69
C -1.03383 2.24933 -0.88815 0.7 0.1 0.1 0.50
C 0.00378 3.29578 -1.17037 -0.4 0.0 -0.2 -0.64
C 0.04074 4.37301 -0.09066 0.4 0.0 0.0 -0.42
F -0.78815 5.41160 -0.44339 -0.3 0.1 0.1 -0.29
H 3.54957 -0.11693 -1.66910 0.1 -0.1 -0.2 0.46
H 3.37585 0.19354 0.04571 0.0 -0.1 0.2 0.33
H 2.96200 -1.39019 -0.58271 0.0 -0.2 0.0 0.31
H -1.58091 -0.85933 0.37111 -0.1 -0.1 0.1 0.58
H -3.88875 -0.02745 -0.07631 -0.2 0.1 0.0 0.53
H -4.17769 2.12182 -0.93408 -0.1 0.2 -0.1 0.31
H 0.98210 2.86270 -1.31259 0.2 -0.2 0.1 0.51
H -0.28719 3.77567 -2.10058 0.1 0.2 -0.1 0.37
H 1.05000 4.76668 -0.00303 0.1 0.1 0.0 0.31
H -0.25644 3.99717 0.88579 -0.1 0.0 0.1 0.29
C 6.15817 0.27686 6.46379 0.0 0.0 0.0 -0.44
C 4.82332 0.23419 6.08241 0.1 0.0 0.0 -0.47
C 4.48132 -0.14865 4.79679 -0.2 0.0 0.1 -0.25
C 5.49019 -0.48522 3.91264 0.0 0.0 0.1 0.18
C 6.82491 -0.44715 4.27148 0.2 0.0 0.0 -0.40
C 7.15605 -0.06069 5.55935 -0.1 0.0 0.1 -0.43
N 5.13715 -0.90670 2.55165 0.0 0.0 -0.1 1.02
O 3.95758 -0.90787 2.23669 -0.1 0.0 0.1 -0.60
O 6.03331 -1.22684 1.80475 0.1 0.0 -0.1 -0.60
H 6.42124 0.57205 7.47041 0.0 0.0 0.0 0.38
H 4.04836 0.49599 6.78891 0.0 0.0 0.0 0.38
H 3.44652 -0.18850 4.49306 0.0 0.0 -0.1 0.40
H 7.59400 -0.71398 3.56260 -0.1 0.0 -0.1 0.45
H 8.19403 -0.02576 5.85798 0.0 0.0 0.0 0.38
C -3.72377 -1.60971 -3.63269 0.0 0.0 0.0 -0.55
C -4.85763 -0.93267 -3.20052 0.1 -0.1 0.0 -0.32
C -6.10357 -1.53313 -3.27598 0.0 0.2 0.1 -0.45
C -6.18877 -2.81376 -3.78470 0.1 0.0 0.0 0.05
C -5.07692 -3.50492 -4.22510 0.1 -0.1 -0.1 -0.40
C -3.83493 -2.89365 -4.14766 0.0 0.1 0.0 -0.47
N -7.51098 -3.46445 -3.85099 0.0 0.0 0.0 1.02
O -8.46488 -2.82094 -3.47037 -0.1 0.1 0.0 -0.60
O -7.55223 -4.59688 -4.27488 0.0 -0.1 0.0 -0.59
H -2.75154 -1.13532 -3.57384 0.0 0.0 0.0 0.51
H -4.77299 0.07346 -2.80955 0.0 0.0 -0.1 0.50
H -6.99138 -1.01448 -2.94635 -0.1 -0.1 0.0 0.45
H -5.17499 -4.50370 -4.62316 -0.1 0.0 0.0 0.47
H -2.95555 -3.42011 -4.49067 0.0 0.0 0.0 0.39

[2]
88
Properties=species:S:1:pos:R:3:forces:R:3:mulliken_charge:R:1 method="wB97M-V/def2-TZVPD" homo_ev=-2.966 e_above_lowest_kj_mol=552.5 total_charge=-1 orbital_gap_ha=0.177 fmax_ev_per_a=2.70
C -1.67773 4.06924 -3.61205 0.0 0.3 0.0 -1.64
C -2.20590 2.84499 -2.91310 -0.6 -0.7 0.6 0.60
H -2.13523 4.21601 -4.60381 0.3 -0.2 0.2 0.40
H -0.57825 4.09840 -3.67513 -0.5 -0.2 0.0 0.26
H -2.02257 4.93930 -3.01864 0.3 -0.2 -0.1 0.29
C -3.49175 2.48861 -3.10084 0.4 0.2 0.3 0.50
C -4.43943 3.15154 -4.07505 -0.3 -0.2 -0.2 -1.56
H -3.96163 1.73715 -2.46161 0.3 0.0 -0.2 0.26
H -4.05708 3.15232 -5.11261 -0.1 0.1 0.4 0.33
H -4.70066 4.19163 -3.81313 0.2 -0.2 0.0 0.28
H -5.38290 2.58365 -4.07532 0.2 0.2 -0.1 0.37
Mg 0.99160 -1.22163 1.33612 -0.4 1.4 -0.8 1.29
Cl 4.63786 -0.10236 -1.39618 1.4 -0.9 0.7 -0.51
C -1.36548 -1.78772 2.77282 1.1 -0.2 -0.9 0.84
O -0.47785 -2.33406 2.05045 -1.7 0.2 1.1 -1.13
N -2.35743 -2.43124 3.36903 -0.1 0.0 -0.1 0.31
C -2.62602 -3.84578 3.18655 -0.1 0.2 0.1 -0.97
C -3.33278 -1.66589 4.12607 -0.1 0.0 0.1 -0.84
H -1.34931 -0.70568 2.95725 0.3 0.0 -0.2 -0.18
H -1.76837 -4.33350 2.72739 0.0 0.1 0.1 0.26
H -3.50699 -3.96997 2.54230 0.1 -0.1 0.2 0.30
H -2.82911 -4.26500 4.17906 0.0 -0.2 -0.3 0.36
H -2.93353 -0.67492 4.32667 0.0 0.0 0.0 0.24
H -3.53541 -2.16462 5.07896 0.0 0.0 -0.1 0.35
H -4.27089 -1.53910 3.57650 0.1 -0.2 0.0 0.28
H 4.95211 -4.11820 3.63721 -0.3 0.3 -0.2 0.32
H 6.33487 -1.77662 3.62947 -0.2 0.0 -0.2 0.32
C 4.77645 -3.91453 2.56799 0.1 0.1 0.0 -0.91
C 6.11292 -1.81071 2.55213 -0.1 0.2 -0.1 -0.92
N 4.84109 -2.47379 2.28139 -0.2 -0.2 0.4 0.23
H 3.81226 -4.32272 2.25564 0.2 0.2 0.1 0.24
C 3.76182 -1.74991 1.95474 -0.9 -0.5 -0.6 0.64
O 2.61011 -2.24461 1.80058 1.8 0.3 0.5 -1.24
H 6.04040 -0.79262 2.16051 0.2 -0.1 0.1 0.28
H 3.94254 -0.67280 1.75530 0.0 -0.5 0.1 0.12
H 5.57920 -4.44318 2.03700 -0.2 0.3 -0.1 0.32
H 6.93629 -2.33715 2.05578 -0.2 0.1 0.0 0.32
H 0.04770 -0.75511 -3.37018 -0.2 -0.2 0.1 -0.40
H -3.24477 -2.27165 -2.96031 0.2 -0.1 -0.1 0.25
C -0.44110 -1.71602 -3.55128 -0.1 -0.2 -0.1 -0.51
C -2.39484 -2.92330 -2.70367 -0.1 0.4 0.4 -1.02
N -1.20811 -2.14815 -2.38641 0.4 -0.3 0.3 0.25
H 0.27153 -2.49950 -3.85408 0.0 0.3 0.1 0.40
C -0.75517 -2.03772 -1.11640 1.0 -0.4 0.1 0.09
O 0.43162 -1.83920 -0.78317 -1.6 -0.4 -0.1 -0.88
H -2.66464 -3.53481 -1.84095 -0.1 -0.1 -0.1 0.33
H -1.52452 -2.14006 -0.32485 0.2 -0.3 -0.5 0.33
H -1.15934 -1.60084 -4.37240 0.1 0.1 0.2 0.55
H -2.15889 -3.56863 -3.56042 -0.2 0.0 0.3 0.43
O -0.11446 1.66804 -2.55950 -0.6 -2.3 -0.9 -0.75
C -1.20444 2.15813 -1.92512 1.2 1.9 1.0 -0.75
C -2.58961 0.21114 -1.03507 -0.2 -0.4 -0.1 -0.26
C -1.99021 1.42256 -0.72759 -0.1 0.3 -1.0 0.98
H -2.35240 -0.20456 -2.02961 -0.2 0.2 0.8 0.70
C -3.48694 -0.42551 -0.15870 0.1 0.4 -0.5 -0.76
H -0.66126 2.98001 -1.43687 -1.1 1.1 1.1 0.18
C -2.26468 1.96845 0.54551 0.0 -0.1 -0.2 -0.63
H -3.82970 -1.43568 -0.39202 -0.4 0.3 -0.1 0.35
C -3.92756 0.24824 0.98469 0.4 -0.8 0.0 -0.86
C -3.22870 1.38652 1.38550 0.0 0.3 -0.2 -0.72
H -1.74186 2.86844 0.88230 -0.1 -0.3 -0.2 0.42
H -4.76789 -0.16072 1.56454 0.5 0.2 0.0 0.56
H -3.45282 1.80300 2.37413 0.1 0.2 -0.4 0.31
Si 2.83412 0.88385 -2.00944 0.4 2.2 -1.5 1.64
Cl 1.61204 0.60104 -0.05781 0.7 0.4 -1.1 -0.23
C 2.46116 -0.65165 -3.13483 -0.5 -0.9 0.7 -1.47
C 3.57363 2.52701 -1.14693 -0.5 -0.2 0.9 -1.55
C 2.89809 1.93431 -3.62714 -0.3 0.2 -0.6 -1.42
H 2.01966 -1.43955 -2.51148 0.2 -0.2 -0.4 0.13
H 3.41630 -1.02518 -3.54388 -0.2 0.3 0.3 0.52
H 1.82351 -0.45015 -4.00855 0.1 0.1 0.6 0.32
H 2.27577 1.50545 -4.41827 0.1 0.2 0.0 0.27
H 3.93792 1.91626 -3.97418 0.1 0.0 0.0 0.38
H 2.62193 2.98420 -3.49662 0.0 -0.1 0.0 0.27
H 3.64497 2.36302 -0.05909 0.2 0.3 -0.2 0.19
H 2.95412 3.41655 -1.34029 0.0 -0.3 0.2 0.34
H 4.57824 2.74410 -1.54430 -0.3 -0.3 0.0 0.37
C 0.52437 2.79560 2.87022 -0.2 0.0 -0.1 -1.31
C 1.10305 1.40302 3.10838 0.4 -0.8 -0.3 0.68
C 1.01967 1.05795 4.59540 0.0 0.2 0.4 -1.47
O 0.51973 0.38742 2.36551 -0.6 -0.5 0.9 0.69
H -0.55241 2.80766 3.08116 0.1 -0.1 0.0 0.21
H 0.66900 3.11961 1.83564 0.0 -0.1 0.1 0.15
H 1.00561 3.51769 3.54417 0.0 -0.1 -0.2 0.45
H 2.18275 1.45415 2.84167 -0.1 0.2 0.1 -0.11
H -0.03312 1.05224 4.92614 0.2 -0.1 -0.2 0.26
H 1.45772 0.06627 4.78016 -0.1 0.2 0.0 0.27
H 1.54201 1.80142 5.21687 0.0 -0.2 -0.1 0.38